(1)
Computed, not measured: a 2-piece molecular cluster, CH6N2S overall in a non-equilibrium geometry, with the ωB97M-V functional and the def2-TZVPD basis.

The geometry in XYZ format:
```
10
Properties=species:S:1:pos:R:3:forces:R:3:nbo_charge:R:1
C 0.09300 0.09945 -1.60155 -1.230 -0.241 1.204 -0.64
N 1.39143 -0.17837 1.60490 2.309 -0.134 0.547 -1.04
N -1.13190 -0.16826 1.40754 0.927 -0.273 -2.738 -1.02
S 0.32178 -0.91614 0.76713 -1.549 0.865 -0.053 1.00
H 1.09365 0.39170 -1.77749 0.849 0.369 0.088 0.18
H -0.61968 0.82033 -1.22161 0.305 0.342 0.016 0.17
H -0.36257 -0.48822 -2.37785 0.022 -0.625 -0.029 0.18
H 2.36789 -0.61373 1.67099 -1.985 0.447 -0.528 0.38
H -1.27218 0.82120 1.12221 0.362 -1.153 0.800 0.40
H -1.24154 -0.44315 2.35792 -0.010 0.403 0.694 0.39
```
Positions in Å, forces in eV/Å.

For the molar mass, the calculation gives 78.14 g/mol. The calculation puts the HOMO-LUMO gap (spin up / spin down) at 8.2 / 8.3 eV. Its total energy is -549.25205 a.u. The total charge is 0. The energy above the lowest of the compared OMol25 structures with the same formula, charge and spin is 354.8 kJ/mol.

(2)
Computed, not measured: a 2-piece molecular cluster, CH6N2S2 overall in a non-equilibrium geometry, with the ωB97M-V functional and the def2-TZVPD basis.

The geometry in XYZ format:
```
11
Properties=species:S:1:pos:R:3:forces:R:3:nbo_charge:R:1
S 2.01362 -0.13600 -3.56450 0.038 -0.043 0.599 -0.13
S 1.67880 0.38222 -1.55689 0.080 -0.206 -0.717 -0.12
H 2.17949 1.09425 -4.06182 -0.052 0.147 0.027 0.13
H 0.34642 0.28529 -1.63416 -0.085 0.114 0.133 0.12
N -1.75246 -0.07260 0.95499 0.150 -0.555 0.307 -0.82
C -0.68802 -0.44331 1.72129 1.205 0.796 -0.680 0.26
N -0.14167 0.27552 2.62532 -0.430 -0.499 -0.034 -0.71
H -2.20570 0.80428 1.10997 -0.111 0.217 0.017 0.40
H -1.96021 -0.62032 0.14229 -0.221 0.116 0.041 0.39
H -0.14925 -1.31495 1.34893 -0.520 -0.446 -0.034 0.14
H 0.67897 -0.25439 2.91458 -0.054 0.360 0.341 0.34
```
Positions in Å, forces in eV/Å.

Its SMILES is [H]/N=C/N.SS. For the molar mass, the calculation gives 110.21 g/mol. The calculation puts the HOMO-LUMO gap at 9.7 eV. Its total energy is -947.56596 a.u. The total charge is 0. The energy above the lowest of the compared OMol25 structures with the same formula, charge and spin is 31.4 kJ/mol.

(3)
Computed, not measured: a 2-piece molecular cluster, CH6N2Si overall in a non-equilibrium geometry, with the ωB97M-V functional and the def2-TZVPD basis.

The geometry in XYZ format:
```
10
Properties=species:S:1:pos:R:3:forces:R:3:nbo_charge:R:1
C -0.35232 -0.49964 1.14440 -0.277 2.028 -2.066 -1.09
N 1.65594 1.14582 -0.49030 0.380 0.097 -0.237 -0.38
N 1.03765 0.99509 -1.50224 0.252 -0.368 1.126 -0.12
Si -1.11932 -0.54457 -0.60286 0.840 1.126 0.338 0.89
H 0.12754 0.53201 1.04796 -0.334 -1.209 0.547 0.26
H -0.92419 -0.55965 2.04327 -0.565 -0.121 0.379 0.25
H 0.43025 -1.20884 1.11175 0.961 -0.792 0.263 0.24
H 2.64764 1.61009 -0.52500 -1.404 -0.389 -0.624 0.32
H -1.21798 -1.80808 -1.34626 0.030 -0.161 0.087 -0.18
H -2.28523 0.33778 -0.88073 0.119 -0.211 0.188 -0.18
```
Positions in Å, forces in eV/Å.

For the molar mass, the calculation gives 74.16 g/mol. The calculation puts the HOMO-LUMO gap (spin up / spin down) at 8.1 / 6.9 eV. Its total energy is -440.55751 a.u. The total charge is 0. The energy above the lowest of the compared OMol25 structures with the same formula, charge and spin is 338.6 kJ/mol.

(4)
Computed, not measured: an isolated ion of composition CH6N3 and charge +1 in a non-equilibrium geometry, with the ωB97M-V functional and the def2-TZVPD basis.

The geometry in XYZ format:
```
10
Properties=species:S:1:pos:R:3:forces:R:3:nbo_charge:R:1
C 0.42773 0.36691 -0.39404 1.494 4.823 -1.408 -0.07
N 0.92498 -0.87712 -0.23012 2.934 -0.028 -1.810 -0.81
N -0.97640 0.39187 -0.06308 -0.508 -2.259 0.208 -0.10
N -1.38787 -0.70281 0.33999 -1.953 0.269 0.385 -0.20
H 0.74446 1.22864 0.35363 0.005 -1.172 -1.030 0.22
H 0.61143 0.84654 -1.46488 -0.610 -0.847 2.017 0.27
H 0.34805 -1.31863 0.39630 -0.384 -2.444 1.850 0.40
H -1.51880 1.24808 -0.04296 -0.191 0.456 -0.211 0.44
H -2.39531 -0.75778 0.66270 1.097 0.718 -0.435 0.40
H 1.94025 -1.10404 -0.38108 -1.883 0.484 0.434 0.45
```
Positions in Å, forces in eV/Å.

Its SMILES is [H]/N=[NH+]/CN. For the molar mass, the calculation gives 60.08 g/mol. The calculation puts the HOMO-LUMO gap at 8.2 eV. Its total energy is -205.60089 a.u. The total charge is +1. The energy above the lowest of the compared OMol25 structures with the same formula, charge and spin is 411.0 kJ/mol.

(5)
Computed, not measured: an isolated ion of composition CH6N3 and charge +1 in a non-equilibrium geometry, with the ωB97M-V functional and the def2-TZVPD basis.

The geometry in XYZ format:
```
10
Properties=species:S:1:pos:R:3:forces:R:3:nbo_charge:R:1
C 0.54703 -0.22951 0.72650 0.654 -0.584 0.984 0.30
N 0.91431 -1.29129 0.01549 -0.949 -0.196 -2.459 -0.72
N -0.15725 0.80902 0.41019 1.412 1.208 1.403 -0.50
N -1.22543 0.73696 -0.86636 0.013 0.310 -5.494 -0.37
H 0.94416 -0.05405 1.68433 0.628 -1.214 1.555 0.22
H 1.39745 -2.08930 0.41706 0.011 0.596 0.281 0.45
H -0.55677 1.39516 1.16569 0.808 -0.692 -0.228 0.42
H -0.62719 0.66627 -1.80892 -2.317 -0.179 2.319 0.40
H -1.80156 1.55730 -0.76884 -0.875 0.030 -0.437 0.38
H 0.56525 -1.50056 -0.97514 0.615 0.720 2.076 0.42
```
Positions in Å, forces in eV/Å.

As for the multiplicity: 3. For the molar mass, the calculation gives 60.08 g/mol. The calculation puts the HOMO-LUMO gap (spin up / spin down) at 7.5 / 8.1 eV. Its total energy is -205.49836 a.u. The total charge is +1. The energy above the lowest of the compared OMol25 structures with the same formula, charge and spin is 102.3 kJ/mol.

(6)
Computed, not measured: an isolated ion of composition CH6N3 and charge +1 in a non-equilibrium geometry, with the ωB97M-V functional and the def2-TZVPD basis.

The geometry in XYZ format:
```
10
Properties=species:S:1:pos:R:3:forces:R:3:nbo_charge:R:1
C 0.61241 -0.14361 -0.19373 5.011 -4.294 7.217 -0.15
N -0.60244 0.22125 -0.44131 -7.437 2.281 -1.815 -0.10
N 1.57431 0.02715 -1.09983 1.182 0.036 -0.669 -0.51
N -1.44039 0.07184 0.75421 2.131 3.970 -0.229 -0.58
H 0.75149 -0.62073 0.90195 0.833 0.871 -2.943 0.16
H 2.54670 -0.20869 -1.05128 0.233 -0.508 0.889 0.43
H 1.41207 0.51555 -1.92573 -0.900 1.159 -1.615 0.41
H -2.16125 0.90735 0.71882 1.744 -1.960 0.518 0.48
H -0.77368 0.00017 1.61687 -1.335 0.828 -0.994 0.42
H -1.91922 -0.77028 0.72003 -1.462 -2.382 -0.359 0.44
```
Positions in Å, forces in eV/Å.

As for the multiplicity: 3. For the molar mass, the calculation gives 60.08 g/mol. The calculation puts the HOMO-LUMO gap (spin up / spin down) at 6.3 / 8.8 eV. Its total energy is -205.48451 a.u. The total charge is +1. The energy above the lowest of the compared OMol25 structures with the same formula, charge and spin is 138.7 kJ/mol.

(7)
Computed, not measured: a 2-piece molecular cluster, CH6N3O overall in a non-equilibrium geometry, with the ωB97M-V functional and the def2-TZVPD basis.

The geometry in XYZ format:
```
11
Properties=species:S:1:pos:R:3:forces:R:3:nbo_charge:R:1
C -0.39903 -1.03136 0.00063 0.857 0.186 -3.311 -0.47
N 2.06911 0.38064 -0.29437 0.570 -2.160 -2.207 -0.72
N 1.05290 0.76662 0.42373 -3.387 -0.241 0.379 -0.10
N -0.18768 0.30511 0.42468 2.797 1.464 2.893 -0.19
O -1.73608 1.26058 -0.48146 -0.944 0.581 -1.482 -1.14
H -1.33945 -1.23786 0.46020 -0.344 -1.121 0.419 0.22
H -0.60378 -1.18625 -1.16879 0.493 0.619 2.059 0.18
H 0.53414 -1.62832 0.17737 -0.974 -0.134 0.529 0.17
H 1.70818 -0.51911 -0.84472 1.034 2.469 1.472 0.29
H -2.23650 1.21697 0.33245 -0.050 0.046 0.334 0.40
H 1.13819 1.67298 0.97029 -0.051 -1.710 -1.086 0.37
```
Positions in Å, forces in eV/Å.

For the molar mass, the calculation gives 76.08 g/mol. The calculation puts the HOMO-LUMO gap (spin up / spin down) at 6.2 / 6.0 eV. Its total energy is -281.03281 a.u. The total charge is -1. The energy above the lowest of the compared OMol25 structures with the same formula, charge and spin is 216.1 kJ/mol.

(8)
Computed, not measured: a 2-piece molecular cluster, CH6N3O overall in a non-equilibrium geometry, with the ωB97M-V functional and the def2-TZVPD basis.

The geometry in XYZ format:
```
11
Properties=species:S:1:pos:R:3:forces:R:3:nbo_charge:R:1
C 0.42262 -0.28348 1.30774 0.035 -4.353 3.638 -0.54
N 0.46423 -0.88471 -0.94451 0.744 0.823 2.265 -0.27
N -0.78597 1.46454 -0.82689 1.408 -2.030 -0.125 0.00
N 0.84821 -0.21884 -0.00056 2.123 1.151 -1.003 0.08
O -1.17113 0.79042 -1.73608 -0.436 1.101 0.450 -0.21
H 1.28770 -0.39874 2.02908 -0.347 0.638 -1.269 0.29
H -0.26390 -1.07886 1.78667 0.511 0.385 -1.907 0.23
H -0.06708 0.56535 1.56389 -1.014 3.122 0.592 0.27
H -0.28709 -1.47427 -0.81410 -2.236 -2.210 -0.287 0.39
H 0.91805 -0.72479 -1.79433 0.644 0.054 -1.925 0.43
H -1.36562 2.24338 -0.57091 -1.432 1.321 -0.430 0.32
```
Positions in Å, forces in eV/Å.

For the molar mass, the calculation gives 76.08 g/mol. The calculation puts the HOMO-LUMO gap (spin up / spin down) at 9.0 / 9.0 eV. Its total energy is -280.75142 a.u. The total charge is +1. The energy above the lowest of the compared OMol25 structures with the same formula, charge and spin is 477.7 kJ/mol.